[1]
Below is 7 unconnected molecules or ions with the total composition CH13O8 at a distorted geometry, with properties calculated with the ωB97M-V functional and the def2-TZVPD basis.

XYZ file:
```
22
CH13O8 | OMol25 | the ωB97M-V functional and the def2-TZVPD basis
O -0.4630 1.2817 -1.2884
C 0.6588 1.4168 -1.8736
O 1.6700 0.7587 -1.5626
H 0.6474 2.2740 -2.5705
H 0.9603 -2.1393 1.4010
H 0.4581 -0.7642 1.6953
O 0.1757 -1.7163 1.7560
H 1.7206 0.5056 0.1436
H 1.5346 1.0077 1.5890
O 1.9428 0.2753 1.0790
H -1.1130 2.2638 1.3411
H -0.1762 1.9702 0.2167
O -0.1959 2.4323 1.0966
H -1.7175 -0.8108 2.0872
H -2.4727 -2.0847 2.1148
O -2.5686 -1.1630 2.3684
H -1.9824 0.6400 -1.9473
H -2.1006 -0.7301 -1.4109
O -2.4982 -0.1681 -2.1068
H 1.4321 -1.4515 -0.7880
H 2.1617 -1.6699 -2.0754
O 1.9260 -2.1282 -1.2652
```

Its orbital gap is 10.02 eV. For the HOMO energy, the calculation gives -6.52 eV. The total charge is -1.

***

[2]
Below is 5 unconnected molecules or ions with the total composition CH14NO4 at a distorted geometry, with properties calculated with the ωB97M-V functional and the def2-TZVPD basis.

XYZ file:
```
20
CH14NO4 | OMol25 | the ωB97M-V functional and the def2-TZVPD basis
C -0.2136 1.5365 -2.6804
N -0.3233 0.1974 -1.9780
H -1.0688 1.6795 -3.3809
H 0.6525 1.5933 -3.3990
H -0.0622 2.4482 -2.0311
H -1.2649 0.1389 -1.4662
H -0.2435 -0.5474 -2.6875
H 0.4939 -0.0040 -1.4460
H -2.1179 -2.0415 2.7993
H -1.0992 -3.0018 2.1935
O -1.1773 -2.2062 2.8010
H 3.2132 1.5241 2.2170
H 2.5222 0.6796 3.2474
O 2.4081 1.0842 2.4291
H 1.8914 -0.0614 0.5696
H 1.0735 -1.3948 0.7333
O 1.3577 -0.7058 0.0730
H -1.7032 -0.6348 1.2846
H -2.6248 -0.0041 0.3236
O -1.7139 -0.2798 0.3978
```

Its orbital gap is 11.76 eV. For the HOMO energy, the calculation gives -14.83 eV. The total charge is +1. As for the energy above the lowest of the compared OMol25 structures with the same formula, charge and spin: 133.2 kJ/mol.

***

[3]
Below is 6 unconnected molecules or ions with the total composition CH14NO6 at a distorted geometry, with properties calculated with the ωB97M-V functional and the def2-TZVPD basis.

XYZ file:
```
22
CH14NO6 | OMol25 | the ωB97M-V functional and the def2-TZVPD basis
N 1.6661 1.0764 0.4187
C 0.5015 1.1794 -0.5142
O -0.7359 1.0659 0.1362
H 1.3417 0.5966 1.2345
H 1.8936 2.0706 0.7719
H 0.6010 0.3619 -1.1554
H 0.5991 2.1576 -1.0372
H 0.9351 -1.6868 0.5026
H 2.0213 -0.8660 -0.0726
O 1.6931 -1.8094 -0.0803
H -0.5576 2.1916 2.8727
H -0.6658 2.2591 1.3855
O -0.5660 2.8132 2.1755
H -1.3214 -1.0545 2.1649
H -0.6725 -0.1428 1.0750
O -0.5191 -0.9934 1.5889
H 0.7925 -2.2089 -1.7683
H -0.5581 -1.7512 -2.3488
O 0.1949 -2.2999 -2.5877
H -1.5599 0.0105 -0.9093
H -2.1213 -1.3159 -0.7791
O -1.9919 -0.6806 -1.4552
```

Its orbital gap is 8.76 eV. For the HOMO energy, the calculation gives -5.32 eV. The total charge is -1. As for the energy above the lowest of the compared OMol25 structures with the same formula, charge and spin: 26.4 kJ/mol.

***

[4]
Below is a molecular structure, CH14Na4O10 at a distorted geometry, with properties calculated with the ωB97M-V functional and the def2-TZVPD basis.

XYZ file:
```
29
CH14Na4O10 | OMol25 | the ωB97M-V functional and the def2-TZVPD basis
Na -7.4330 5.7584 -15.8244
Na -11.9647 3.3418 -13.2829
Na -10.4348 6.8567 -13.7084
Na -7.3734 2.2017 -15.5563
C -9.8806 3.7900 -15.4254
O -10.8911 4.5940 -15.2907
O -9.5985 2.9637 -14.4708
O -9.0318 3.9158 -16.4084
O -13.2422 2.9650 -15.6666
H -13.9249 3.4263 -16.1675
H -12.4502 3.5162 -15.7856
O -12.0575 7.1025 -15.3168
H -11.9129 6.2491 -15.7612
H -12.6651 7.5956 -15.8793
O -10.8166 5.7350 -18.2634
H -11.6292 5.3205 -17.9597
H -10.1174 5.2051 -17.8634
O -10.6574 0.3093 -15.9538
H -10.5457 1.1086 -15.4265
H -11.2232 -0.2644 -15.4260
O -9.5303 1.0040 -12.3908
H -9.3380 1.5868 -13.1358
H -10.4557 0.7707 -12.5027
O -7.4541 5.4659 -18.1661
H -8.0156 4.7040 -17.9540
H -7.6205 5.6040 -19.1076
O -9.1990 2.8940 -19.0866
H -9.3932 1.9732 -19.2915
H -9.1887 2.9673 -18.1273
```

Its orbital gap is 8.06 eV. For the HOMO energy, the calculation gives -16.16 eV. The total charge is +2. As for the energy above the lowest of the compared OMol25 structures with the same formula, charge and spin: 68.1 kJ/mol.

***

[5]
Below is a molecular structure, CH14Na4O10 at a distorted geometry, with properties calculated with the ωB97M-V functional and the def2-TZVPD basis.

XYZ file:
```
29
CH14Na4O10 | OMol25 | the ωB97M-V functional and the def2-TZVPD basis
Na -1.4620 1.5245 3.4199
Na 1.6862 0.3254 2.7165
Na 1.0123 -3.3025 -0.6673
Na -2.9601 -2.2432 -0.8325
C 0.1217 -0.6680 0.6076
O -0.7302 -1.4174 -0.0213
O -0.2972 0.4205 1.2512
O 1.3813 -0.9180 0.5996
O -3.3589 -0.4481 0.8542
H -3.6583 -0.3458 1.7618
H -2.3746 -0.4065 0.8873
O 4.3272 -0.3163 0.8653
H 4.6495 -0.6908 1.6944
H 3.4395 -0.6706 0.7323
O 2.8180 -1.5421 -1.8265
H 2.4366 -1.1465 -1.0242
H 2.5395 -0.9453 -2.5321
O -2.2805 2.9310 1.5866
H -1.5898 2.8102 0.9143
H -2.8098 3.6709 1.2607
O -0.0304 -2.4123 -2.9275
H -0.0502 -1.4715 -2.6923
H -0.9369 -2.7182 -2.8434
O 1.5626 2.3043 -0.0629
H 0.9410 1.6235 0.2367
H 1.3122 2.5032 -0.9734
O -1.7464 1.4415 -1.2545
H -2.6559 1.1207 -1.1985
H -1.2862 0.9873 -0.5324
```

Its orbital gap is 8.41 eV. For the HOMO energy, the calculation gives -15.78 eV. The total charge is +2. As for the energy above the lowest of the compared OMol25 structures with the same formula, charge and spin: 0.0 kJ/mol.

***

[6]
Below is 6 unconnected molecules or ions with the total composition CH14O5 at a distorted geometry, with properties calculated with the ωB97M-V functional and the def2-TZVPD basis.

XYZ file:
```
20
CH14O5 | OMol25 | the ωB97M-V functional and the def2-TZVPD basis
C -1.1517 -1.6763 -0.2427
H -0.9011 -1.5122 0.8059
H -2.1934 -1.8190 -0.5323
H -0.6985 -2.5785 -0.6923
H -0.6260 -0.8501 -0.7230
H 0.4228 1.2818 -0.8043
H 2.0561 1.4002 -0.3101
O 1.3224 0.8899 -0.6503
H -1.7544 0.5417 1.6535
H -0.3459 1.0898 1.8845
O -1.3013 1.3866 1.7688
H 1.4920 -0.6810 -1.4240
H 2.3834 -1.6623 -2.1732
O 1.6225 -1.6469 -1.5713
H 1.2696 -0.9152 1.9308
H 1.0405 0.2430 0.8886
O 0.9600 -0.0095 1.8420
H -0.9640 1.6516 0.1377
H -1.6617 2.7160 -1.0624
O -0.9716 2.1503 -0.7259
```

Its orbital gap is 11.46 eV. For the HOMO energy, the calculation gives -10.96 eV. As for the energy above the lowest of the compared OMol25 structures with the same formula, charge and spin: 101.2 kJ/mol.